A molecular structure, C55H49AsBr2ILuN6O12P. Source: the OMol25 dataset; level of theory: wB97M-V/def2-TZVPD.

Structure (XYZ):
```
128
Properties=species:S:1:pos:R:3:forces:R:3:mulliken_charge:R:1
C -6.51955 -2.75122 -5.65998 -0.012 0.020 0.046 -0.265
C 3.45817 -2.82962 1.20982 -0.092 0.050 0.049 1.236
C -6.99902 -4.17259 -3.33129 -0.018 0.006 -0.051 -0.640
H 0.92190 1.43803 7.12720 0.069 0.023 0.030 0.481
C 5.40299 1.26054 -3.50187 0.102 0.016 0.107 -0.844
O 0.78390 1.92450 -4.13107 0.157 0.059 0.261 -0.707
Br 2.61772 -1.73875 -3.25750 -0.070 0.025 -0.028 -0.099
C -3.29447 -0.14357 0.06200 0.004 0.040 -0.039 1.424
C 4.27678 1.42733 -4.26622 -0.036 0.015 -0.204 -0.170
Br 5.62042 -4.60765 0.48226 -0.015 0.040 0.012 -0.290
H -1.13014 -0.66282 -3.84116 -0.039 -0.086 -0.005 0.096
H 1.11610 -1.34731 3.85317 0.058 -0.008 -0.021 0.423
H -3.59774 -2.39760 -5.38336 -0.026 -0.022 -0.004 0.458
O -0.55279 0.00881 1.37197 0.268 -0.414 -0.169 0.025
N 1.09037 4.01196 7.85079 0.254 0.094 -0.062 -0.105
H -5.10140 -0.54122 -1.90441 0.003 -0.019 0.130 0.619
C -4.69590 -1.27550 1.67958 -0.002 0.040 0.008 -0.977
H 0.19635 -0.65246 1.53421 -0.039 -0.219 0.088 0.422
O 5.13741 1.09760 0.65269 -0.070 0.000 0.020 -0.816
Lu 0.91804 1.44511 0.18652 -0.667 -0.442 -0.020 1.498
C -2.47634 -1.46281 -6.94956 0.005 0.009 0.025 -0.626
C 3.05210 1.60631 -3.65242 0.053 0.079 0.264 -1.198
H -6.38441 -2.40762 -2.29496 0.036 -0.031 -0.013 0.353
H -1.94408 2.55117 1.11333 -0.035 0.023 -0.080 0.070
H -7.14346 -4.52274 -6.69428 0.002 0.022 0.034 0.375
H 4.54673 -3.70831 2.84737 0.008 0.002 -0.009 0.346
C 1.91061 1.74104 7.45272 -0.059 -0.158 0.014 0.053
C -6.54056 -2.86218 -3.26653 0.012 0.006 -0.036 -0.248
H -2.85555 1.73597 -7.99753 -0.002 -0.032 0.016 0.405
C -4.44376 -0.56334 -2.77205 0.045 -0.074 0.032 -0.948
C 2.92727 1.64731 -2.22014 0.035 0.034 -0.299 0.632
C 4.20941 -3.37636 0.14690 0.075 -0.074 0.062 -0.298
C 2.37990 -1.96323 0.89425 -0.080 0.019 0.031 -0.651
C -3.45652 -1.49551 -5.96680 0.036 0.031 0.000 0.117
C 2.93854 1.98344 3.30372 -0.103 -0.111 0.078 -0.210
H -0.21078 2.45479 -2.32142 0.169 -0.065 -0.087 0.234
O 6.73376 1.16451 -5.38332 -0.082 0.010 0.193 -0.667
H 2.77271 -0.17900 7.09223 -0.003 0.046 0.005 0.394
N 1.56427 -1.49525 1.86848 -0.006 0.015 -0.011 0.045
C -2.26087 -0.30447 -7.68680 -0.023 0.019 0.014 -0.537
C -1.13990 -1.58002 -3.26016 -0.054 -0.067 0.000 -0.574
C -0.67297 -3.93756 -3.13706 0.040 0.022 -0.020 -0.720
H -4.62042 1.66564 -6.26936 -0.005 0.019 -0.023 0.318
H -3.76155 1.44316 -2.36378 0.079 0.063 -0.040 0.860
H -0.24663 1.77273 3.94318 0.056 0.027 -0.017 0.350
C 2.36843 3.62535 4.94991 0.062 0.182 -0.049 -0.030
C -6.27556 -2.14077 -4.42989 0.016 -0.049 -0.038 0.173
H 3.56889 4.43592 8.63547 0.004 -0.068 -0.044 0.401
C 1.07479 3.12714 4.93742 0.028 0.120 0.105 0.035
C 4.08877 1.16220 0.02901 -0.087 0.019 -0.041 0.060
H 6.20440 1.01000 -1.51561 -0.022 0.014 0.010 0.637
H -0.84978 3.51457 1.66020 0.130 0.032 -0.178 0.201
As -5.62293 -0.29179 -4.33870 0.049 0.042 0.054 0.170
C 3.39290 3.41600 8.30646 0.014 0.045 0.006 -0.491
H -0.32219 3.72973 -1.49289 0.200 -0.019 0.187 0.285
C 5.36837 0.19481 7.80063 -0.099 0.062 -0.011 -1.397
H 3.08613 -2.71361 4.58633 -0.034 -0.011 -0.028 0.430
N 1.66951 1.57139 3.20576 0.039 0.199 0.034 0.569
N 1.90252 1.65083 -4.54713 -0.147 -0.149 -0.263 1.091
C -1.37813 -2.73015 -1.17551 0.097 0.029 0.040 -0.368
H -0.87046 -4.81359 -1.18976 0.004 0.048 -0.003 0.390
H -7.55541 -5.80477 -4.61112 0.003 0.027 -0.008 0.367
C 3.31409 3.01964 4.14396 0.058 0.055 0.054 -1.637
P -2.04719 0.08858 -1.28307 -0.411 -0.401 -0.395 0.569
C -3.02835 0.82473 -7.43766 0.008 -0.039 0.020 -0.587
H 3.66583 1.48822 2.67454 -0.056 0.032 -0.142 0.500
H -0.34941 -4.85828 -3.60850 -0.019 0.040 0.012 0.374
O -0.62883 2.81274 -1.52123 -0.288 0.054 0.160 -0.639
H 1.05393 4.65113 8.62549 -0.044 0.024 0.096 0.249
H 5.53083 -0.14833 6.77661 0.008 0.016 0.028 0.298
H -3.32952 -2.27175 0.38411 -0.014 0.020 -0.008 0.358
H -6.02150 -0.05005 2.84731 0.032 0.002 -0.019 0.363
C -1.51746 -1.55731 -1.91446 -0.134 0.037 0.023 0.887
C 5.32076 1.19859 -2.10972 0.266 -0.061 -0.050 -0.208
C -3.88861 1.05896 0.46098 -0.022 0.012 0.010 -1.347
C 3.70668 -3.08411 2.57473 -0.013 -0.016 -0.013 -0.994
H -2.79706 0.59843 -3.55767 0.058 0.082 -0.009 0.809
C -4.24375 -0.37277 -5.72040 -0.010 0.033 -0.083 0.063
H -1.48930 -0.28179 -8.44718 -0.019 0.012 0.045 0.391
C 0.77977 2.12553 4.02558 -0.112 -0.200 -0.052 -0.682
C 0.01439 4.18859 7.00841 -0.134 0.025 0.081 0.248
H 4.33908 3.37067 4.13119 -0.071 -0.038 0.026 0.542
H 4.47596 -3.48284 -1.95301 0.008 0.039 -0.016 0.511
C -3.33555 0.46997 -2.61863 0.098 0.003 0.131 -1.639
H 4.33852 1.40611 -5.34079 0.018 0.014 -0.058 0.671
C -3.72400 -1.31319 0.68433 -0.056 0.011 -0.015 -0.473
C -7.21035 -4.77910 -4.56216 0.010 0.054 0.031 -0.429
N 0.03152 3.61398 5.76073 -0.035 -0.149 -0.103 -0.048
H -5.01627 -2.20037 2.14653 0.021 0.030 -0.027 0.444
C 4.23534 1.18991 7.85517 0.120 0.024 0.017 0.802
H -3.60503 1.97842 -0.05139 -0.013 -0.038 0.084 0.688
C 2.95575 0.83317 7.43908 -0.061 -0.002 -0.036 -0.677
H -5.29835 2.05162 1.73691 0.004 -0.031 -0.021 0.417
H -1.04232 0.09095 2.19151 -0.051 0.310 0.095 0.116
C -4.85981 1.10239 1.45173 0.056 0.012 -0.048 -1.081
C -4.01807 0.78550 -6.46248 0.011 -0.085 0.011 -0.406
O -0.95286 4.84332 7.37566 0.260 -0.147 -0.088 -0.728
H 5.15095 -0.68489 8.41039 0.007 0.024 -0.004 0.332
H -0.88302 3.64804 5.34190 -0.049 0.086 -0.081 0.201
H 5.41289 2.79954 8.64521 -0.033 -0.018 -0.011 0.289
C 4.12201 1.35861 -1.47392 -0.303 -0.010 0.040 0.605
H -1.53246 -2.72607 -0.10573 -0.009 0.013 -0.011 0.325
C 3.91334 -3.04910 -1.13829 -0.043 0.040 -0.048 -0.476
C -5.26433 -0.07177 2.07280 0.028 -0.043 -0.012 -0.488
I 1.48658 4.28588 0.71031 0.147 0.803 0.264 -0.601
O 2.09461 1.37071 -5.72566 0.017 0.091 0.264 -0.696
H -7.18480 -4.72273 -2.41625 0.003 0.022 -0.021 0.383
O 7.68255 0.96453 -3.46225 -0.133 0.018 -0.030 -0.654
H -6.33692 -2.20289 -6.57666 0.041 -0.009 -0.016 0.411
H 6.29762 0.63666 8.16005 -0.018 -0.014 -0.004 0.341
O 1.15984 -0.65842 -0.71532 0.209 -0.179 0.473 0.279
O -1.12811 2.58529 1.62415 -0.013 -0.133 0.085 -0.424
H -0.44295 -2.74383 -4.91026 -0.015 -0.012 0.038 0.558
C 4.42947 2.49108 8.30706 -0.040 -0.017 -0.019 -0.790
C 1.80633 -1.76699 3.12580 -0.041 0.056 -0.055 -0.329
H 2.62646 4.47974 5.56372 -0.014 -0.082 0.042 0.568
O 2.91760 1.01762 0.56179 0.618 0.051 0.288 0.603
O 1.83213 1.93773 -1.64963 0.043 -0.039 -0.789 0.105
C -0.96913 -3.91160 -1.78338 0.009 0.025 0.039 -1.053
C -6.97665 -4.06056 -5.72797 -0.008 0.013 0.030 -0.573
C 2.08498 -1.52657 -0.46308 -0.081 0.041 -0.223 -0.687
N 6.69505 1.11928 -4.16162 0.085 -0.051 -0.084 1.076
C -0.73744 -2.75913 -3.86722 0.028 0.029 0.010 -0.555
C 2.89744 -2.54494 3.53386 0.056 -0.035 0.068 -1.188
C 2.12915 3.05112 7.86155 -0.146 -0.037 -0.018 0.060
H -4.03678 -1.57146 -2.85422 0.084 -0.046 0.008 0.529
C 2.88621 -2.13920 -1.43000 -0.161 0.076 -0.026 0.525
H -1.86843 -2.34147 -7.13327 -0.024 0.029 0.011 0.434
```
Forces are in eV/Å.

Properties
Spin multiplicity: 1
Total charge: -1
Max |F|: 0.86 eV Å⁻¹
Electronic energy: -12615.3497 Ha